[1]
Molecular formula: C13H31MnN5S3
Method: DFT, ωB97M-V/def2-TZVPD

Structure (ORCA input):
```
! RIJCOSX wB97M-V def2-TZVPD def2/J DEFGRID3
* xyz 2 6
Mn -0.018 0.982 0.113
N 0.846 1.960 -1.765
C 1.807 1.076 -2.465
C 1.202 -0.307 -2.569
N 0.859 -0.805 -1.225
C 1.975 -1.452 -0.494
C 2.310 -0.686 0.776
N 1.047 -0.370 1.484
H 0.051 2.131 -2.378
H 1.256 2.876 -1.605
H 2.729 1.047 -1.882
H 2.060 1.448 -3.458
H 1.887 -0.979 -3.089
H 0.285 -0.261 -3.160
H 0.097 -1.467 -1.312
H 2.859 -1.518 -1.129
H 1.693 -2.475 -0.242
H 2.794 0.261 0.526
H 3.006 -1.252 1.394
H 1.226 0.132 2.357
H 0.567 -1.231 1.731
C 1.774 3.439 3.650
C 1.805 3.900 2.200
S 0.467 3.419 1.078
C -1.056 3.989 1.858
C -1.578 3.195 3.056
S -1.570 1.402 2.800
C -0.979 0.791 4.401
C 0.270 1.432 5.006
S 1.722 1.647 3.942
H 0.961 3.908 4.199
H 2.696 3.801 4.106
H 2.706 3.543 1.701
H 1.842 4.990 2.170
H -1.785 3.984 1.045
H -0.908 5.035 2.132
H -2.595 3.521 3.268
H -0.988 3.409 3.940
H -0.820 -0.275 4.234
H -1.795 0.872 5.120
H 0.600 0.790 5.823
H 0.049 2.394 5.466
C -4.929 1.382 -2.165
N -4.405 1.324 -0.783
C -5.254 1.750 0.352
C -3.153 1.059 -0.574
N -2.032 0.790 -0.421
H -5.084 2.415 -2.471
H -5.872 0.843 -2.195
H -4.227 0.900 -2.838
H -6.286 1.727 0.013
H -5.009 2.763 0.667
H -5.140 1.059 1.183
*
```

Calculated values
HOMO energy (spin up / spin down) (Eh): -0.526 / -0.528
Kohn-Sham gap (spin up / spin down) (eV): 9.50 / 9.28
<S²>: 8.754

[2]
Molecular formula: C2H5N3S
Method: DFT, ωB97M-V/def2-TZVPD

Structure (ORCA input):
```
! RIJCOSX wB97M-V def2-TZVPD def2/J DEFGRID3
* xyz 0 1
C -1.475 -0.731 0.653
C 1.662 1.573 0.508
H -0.285 -2.101 -1.858
H 0.145 -0.640 -1.207
H -2.163 -0.993 1.415
H 2.627 1.546 0.069
H 1.492 2.471 1.191
N -0.649 -1.254 -1.447
N -1.358 -1.536 -0.333
N 0.795 0.701 0.212
S -0.791 0.963 0.797
*
```

Calculated values
HOMO energy (Eh): -0.318
Kohn-Sham gap (eV): 9.36
Energy relative to the best compared isomer or geometry (same formula, charge and spin) (kcal per mole): 66.8
Structure (SMILES): C=NS/C=N\N

[3]
Molecular formula: C40H31BClIN2O6S
Method: DFT, ωB97M-V/def2-TZVPD

Structure (ORCA input):
```
! RIJCOSX wB97M-V def2-TZVPD def2/J DEFGRID3
* xyz 0 1
O -5.466 -1.190 0.672
B -4.095 -1.553 0.894
O -3.818 -2.317 2.049
C -2.982 -1.058 -0.149
C -1.918 -1.896 -0.689
C -1.739 -3.401 -0.242
C -0.995 -3.442 1.160
C 0.545 -3.105 1.066
Cl 1.218 -3.280 2.774
C -0.947 -1.336 -1.698
C -0.969 0.054 -2.185
C 0.109 0.436 -3.244
C 0.081 1.909 -3.779
C 0.810 3.003 -2.894
I 1.437 2.382 -0.921
C -2.041 0.926 -1.619
N -2.241 2.268 -1.926
S -3.571 2.679 -1.029
N -4.008 1.303 -0.178
C -3.042 0.382 -0.604
H -5.550 -0.262 0.983
H -4.210 -1.904 2.841
H -1.131 -3.944 -1.025
H -2.723 -3.943 -0.173
H -1.444 -2.700 1.878
H -1.137 -4.460 1.616
H 1.108 -3.742 0.338
H 0.639 -2.005 0.830
H -0.166 -2.027 -2.101
H -0.071 -0.238 -4.141
H 1.115 0.103 -2.846
H -0.968 2.249 -4.018
H 0.615 1.900 -4.780
H 1.680 3.417 -3.484
H 0.118 3.885 -2.747
C 5.188 8.565 -5.817
C 4.050 7.962 -5.287
C 3.941 6.579 -5.268
C 4.964 5.793 -5.791
C 6.093 6.398 -6.344
C 6.207 7.786 -6.345
C 7.170 5.575 -6.950
O 8.156 6.101 -7.428
C 7.018 4.099 -6.968
C 7.991 3.315 -7.582
C 7.864 1.933 -7.593
C 6.770 1.328 -6.982
C 5.795 2.105 -6.373
C 5.911 3.492 -6.373
C 4.845 4.315 -5.750
O 3.886 3.787 -5.219
H 5.276 9.646 -5.823
H 3.249 8.573 -4.886
H 3.056 6.115 -4.850
H 7.088 8.260 -6.762
H 8.847 3.781 -8.057
H 8.621 1.326 -8.076
H 6.676 0.248 -6.985
H 4.942 1.629 -5.903
C -5.313 -2.257 10.654
C -5.072 -1.190 9.793
C -4.617 -1.426 8.503
C -4.390 -2.730 8.073
C -4.609 -3.798 8.944
C -5.081 -3.559 10.231
C -4.324 -5.191 8.516
O -4.518 -6.123 9.273
C -3.791 -5.425 7.151
C -3.465 -6.719 6.752
C -2.979 -6.948 5.472
C -2.825 -5.888 4.583
C -3.143 -4.597 4.979
C -3.618 -4.361 6.265
C -3.921 -2.972 6.686
O -3.783 -2.045 5.909
H -5.677 -2.072 11.658
H -5.241 -0.173 10.128
H -4.436 -0.592 7.835
H -5.265 -4.386 10.907
H -3.586 -7.548 7.439
H -2.720 -7.956 5.165
H -2.451 -6.069 3.582
H -3.017 -3.775 4.285
*
```

Calculated values
HOMO energy (Eh): -0.315
Kohn-Sham gap (eV): 7.45

[4]
Molecular formula: C49H49I3N6O6P2PbS2Se
Method: DFT, ωB97M-V/def2-TZVPD

Structure (ORCA input):
```
! RIJCOSX wB97M-V def2-TZVPD def2/J DEFGRID3
* xyz -2 1
Pb -0.121 -0.324 -0.245
O 1.656 3.454 2.193
C 0.649 2.769 2.086
O 0.538 1.490 2.267
C -0.703 3.401 1.675
P -1.169 2.670 0.027
C -0.722 4.086 -1.066
C -1.503 4.437 -2.167
C -1.111 5.467 -3.011
C 0.070 6.157 -2.772
C 0.857 5.811 -1.683
C 0.469 4.780 -0.838
C -2.995 2.912 -0.033
C -3.789 1.985 -0.701
C -5.159 2.190 -0.824
C -5.750 3.309 -0.257
C -4.968 4.233 0.424
C -3.599 4.038 0.530
H -0.621 4.485 1.639
H -1.462 3.095 2.396
H -2.423 3.899 -2.366
H -1.729 5.732 -3.860
H 0.376 6.957 -3.436
H 1.785 6.337 -1.491
H 1.103 4.515 0.003
H -3.338 1.096 -1.126
H -5.764 1.462 -1.351
H -6.820 3.459 -0.339
H -5.424 5.109 0.872
H -2.989 4.774 1.041
N -1.748 -0.227 1.895
C -3.136 -0.159 1.784
C -3.844 0.781 2.537
C -5.220 0.896 2.451
C -5.919 0.049 1.604
C -5.218 -0.874 0.841
C -3.828 -1.003 0.897
C -3.178 -1.966 -0.049
C -3.838 -3.185 -0.238
C -3.465 -4.064 -1.241
C -2.456 -3.699 -2.115
C -1.761 -2.519 -1.884
C -2.041 -1.644 -0.830
H -1.360 0.401 2.585
H -1.354 -1.176 2.013
H -3.290 1.431 3.209
H -5.742 1.637 3.044
H -6.997 0.120 1.516
H -5.763 -1.505 0.150
H -4.645 -3.454 0.435
H -3.968 -5.018 -1.346
H -2.184 -4.332 -2.951
H -0.947 -2.282 -2.563
I 2.133 -0.141 2.318
I 4.100 -2.194 2.461
N 3.021 -1.001 -2.233
C 2.579 -2.262 -1.896
C 3.280 -3.399 -2.316
C 2.803 -4.642 -1.958
C 1.644 -4.733 -1.196
C 0.997 -3.564 -0.852
N 1.448 -2.345 -1.194
H 4.014 -0.884 -2.326
H 2.539 -0.232 -1.787
H 4.181 -3.283 -2.908
H 3.335 -5.535 -2.267
H 1.242 -5.682 -0.865
H 0.094 -3.603 -0.255
Se 0.144 2.743 -5.148
N 1.657 3.614 -4.780
C 2.118 3.190 -3.600
C 3.308 3.624 -2.990
C 3.635 3.134 -1.740
C 2.808 2.196 -1.122
N 1.677 1.750 -1.676
C 1.339 2.232 -2.863
N 0.179 1.866 -3.491
H 3.936 4.342 -3.503
H 4.532 3.464 -1.230
H 3.055 1.785 -0.147
C -3.028 1.543 -7.512
C -3.067 0.698 -6.251
C -3.863 1.355 -5.132
O -1.705 0.510 -5.847
P -1.241 -0.807 -4.943
S -1.929 -2.426 -5.884
S -1.074 0.906 -2.856
O 0.355 -0.619 -5.107
C 1.204 -1.138 -6.148
C 2.578 -0.557 -5.864
C 0.729 -0.746 -7.542
H -4.040 1.744 -7.872
H -2.471 1.017 -8.289
H -2.525 2.491 -7.304
H -3.491 -0.283 -6.477
H -3.408 2.312 -4.860
H -3.860 0.717 -4.247
H -4.897 1.524 -5.444
H 1.224 -2.226 -6.052
H 2.532 0.533 -5.943
H 3.303 -0.934 -6.591
H 2.893 -0.822 -4.855
H 0.629 0.341 -7.597
H -0.232 -1.205 -7.764
H 1.459 -1.084 -8.283
I -1.295 -5.143 8.412
C -1.132 -4.635 6.370
C -1.832 -5.384 5.435
C -1.706 -5.053 4.092
C -0.907 -3.989 3.691
C -0.229 -3.248 4.649
C -0.329 -3.570 5.999
C -0.747 -3.678 2.202
O -1.047 -4.576 1.407
O -0.300 -2.515 1.956
H -2.456 -6.212 5.743
H -2.218 -5.624 3.328
H 0.396 -2.422 4.329
H 0.216 -3.000 6.740
*
```

Calculated values
HOMO energy (spin up / spin down) (Eh): -0.087 / -0.085
Kohn-Sham gap (spin up / spin down) (eV): 5.59 / 5.56
Energy relative to the best compared isomer or geometry (same formula, charge and spin) (kcal per mole): 10.1

[5]
Molecular formula: C2H16O5S
Method: DFT, ωB97M-V/def2-TZVPD

Structure (ORCA input):
```
! RIJCOSX wB97M-V def2-TZVPD def2/J DEFGRID3
* xyz 1 2
C -0.594 -0.015 3.410
S -0.774 -0.785 1.753
C -1.397 -2.286 -0.951
H -1.462 0.607 3.644
H -0.453 -0.831 4.143
H 0.301 0.608 3.470
H -1.515 -3.083 -1.691
H -2.397 -1.977 -0.627
H -0.630 -2.550 -0.241
H 2.260 0.160 -0.100
H 1.514 -0.670 0.901
O 2.322 -0.700 0.373
H -1.456 1.789 0.401
H -0.739 2.267 -0.841
O -1.482 2.487 -0.267
H 0.384 1.943 -3.121
H 0.486 -0.330 -2.248
O 0.328 1.353 -2.342
H 1.112 1.986 0.295
H 1.433 1.823 -1.178
O 1.867 1.983 -0.310
H 1.235 -1.224 -1.016
H -1.148 -1.328 -1.530
O 0.805 -1.224 -1.928
*
```

Calculated values
HOMO energy (spin up / spin down) (Eh): -0.498 / -0.488
Kohn-Sham gap (spin up / spin down) (eV): 3.83 / 4.43
Energy relative to the best compared isomer or geometry (same formula, charge and spin) (kcal per mole): 148.0
<S²>: 1.757

[6]
Molecular formula: C3H4N2O
Method: DFT, ωB97M-V/def2-TZVPD

Structure (ORCA input):
```
! RIJCOSX wB97M-V def2-TZVPD def2/J DEFGRID3
* xyz 0 1
O -1.501 -0.250 0.978
C 0.657 0.335 0.960
C 0.878 0.928 -0.254
N 0.296 0.154 -1.275
N -0.352 -0.864 -0.937
C -0.258 -0.797 0.553
H -1.297 0.084 1.866
H 1.352 1.856 -0.544
H 0.344 0.373 -2.271
H -0.120 -1.821 0.925
*
```

Calculated values
HOMO energy (Eh): -0.317
Kohn-Sham gap (eV): 7.71
Energy relative to the best compared isomer or geometry (same formula, charge and spin) (kcal per mole): 120.6

[7]
Molecular formula: C5H7NO
Method: DFT, ωB97M-V/def2-TZVPD

Structure (ORCA input):
```
! RIJCOSX wB97M-V def2-TZVPD def2/J DEFGRID3
* xyz 0 1
C -2.057 0.267 0.214
C -0.810 -0.700 0.203
C 0.138 0.381 -0.013
C 2.633 -0.161 0.531
O 2.394 -1.297 0.189
C 0.344 0.753 -1.359
N 0.604 1.185 -2.412
H -2.119 0.813 1.157
H -2.925 -0.379 0.093
H -2.074 0.991 -0.609
H -0.743 -1.165 1.190
H -0.901 -1.468 -0.575
H 2.933 0.617 -0.197
H 2.583 0.162 1.587
*
```

Calculated values
HOMO energy (Eh): -0.347
Kohn-Sham gap (eV): 7.98
Energy relative to the best compared isomer or geometry (same formula, charge and spin) (kcal per mole): 114.5

[8]
Molecular formula: C34H35F2IrN5OP
Method: DFT, ωB97M-V/def2-TZVPD

Structure (ORCA input):
```
! RIJCOSX wB97M-V def2-TZVPD def2/J DEFGRID3
* xyz 1 6
Ir 0.206 -0.449 0.032
O 2.526 -1.361 1.081
N 1.752 -0.190 1.372
C 1.912 0.157 2.670
C 1.251 1.194 3.346
C 1.784 1.556 4.620
C 1.301 2.615 5.331
C 0.247 3.396 4.819
C -0.315 3.048 3.616
C 0.139 1.942 2.872
P -0.820 1.479 1.443
C -1.176 3.070 0.640
C -2.469 3.505 0.356
C -2.668 4.693 -0.337
C -1.582 5.449 -0.751
C -0.290 5.023 -0.464
C -0.088 3.840 0.225
C -2.444 0.880 1.998
C -3.244 0.191 1.087
C -4.480 -0.301 1.465
C -4.925 -0.120 2.769
C -4.129 0.551 3.684
C -2.892 1.052 3.302
H 3.317 -1.016 0.644
H 2.714 -0.365 3.175
H 2.612 0.978 5.008
H 1.743 2.863 6.287
H -0.122 4.250 5.366
H -1.140 3.637 3.232
H -3.324 2.929 0.687
H -3.675 5.032 -0.540
H -1.739 6.375 -1.287
H 0.558 5.617 -0.772
H 0.920 3.515 0.458
H -2.874 0.001 0.086
H -5.090 -0.841 0.752
H -5.886 -0.512 3.073
H -4.466 0.682 4.703
H -2.272 1.556 4.031
F -1.403 -2.563 4.756
C -1.440 -2.622 3.417
C -0.700 -1.707 2.694
C -0.753 -1.736 1.308
C -1.527 -2.726 0.669
C -2.245 -3.624 1.455
F -3.007 -4.570 0.873
C -2.229 -3.594 2.831
C -1.508 -2.715 -0.791
C -2.118 -3.635 -1.642
C -1.951 -3.524 -3.007
C -1.183 -2.492 -3.525
C -0.621 -1.601 -2.643
N -0.772 -1.699 -1.315
H -0.118 -0.980 3.243
H -2.800 -4.299 3.414
H -2.702 -4.438 -1.225
H -2.414 -4.247 -3.664
H -1.031 -2.367 -4.586
H -0.023 -0.774 -2.984
C 2.983 -1.023 -2.472
C 2.601 0.426 -2.139
C 3.754 1.144 -1.418
C 2.221 1.200 -3.409
N 1.476 0.435 -1.259
H 3.941 -1.026 -2.992
H 2.246 -1.492 -3.120
H 3.077 -1.622 -1.568
H 4.527 1.404 -2.142
H 4.213 0.506 -0.664
H 3.407 2.056 -0.935
H 3.059 1.183 -4.105
H 1.988 2.240 -3.180
H 1.367 0.746 -3.913
N -2.441 0.811 -2.510
N -1.286 1.214 -1.758
H -2.707 1.550 -3.158
H -3.208 0.708 -1.854
H -1.426 2.118 -1.309
H -0.514 1.322 -2.407
*
```

Calculated values
HOMO energy (spin up / spin down) (Eh): -0.305 / -0.408
Kohn-Sham gap (spin up / spin down) (eV): 5.73 / 6.65
Energy relative to the best compared isomer or geometry (same formula, charge and spin) (kcal per mole): 16.9
<S²>: 8.795

[9]
Molecular formula: C38H32AsCaN6O4S
Method: DFT, ωB97M-V/def2-TZVPD

Structure (ORCA input):
```
! RIJCOSX wB97M-V def2-TZVPD def2/J DEFGRID3
* xyz -1 1
Ca -2.199 1.064 -0.119
O -2.382 3.559 3.172
C -2.505 3.268 1.974
N -3.225 2.308 1.389
C -4.217 1.580 2.090
C -4.915 2.119 3.174
C -5.954 1.432 3.787
C -6.317 0.180 3.320
C -5.645 -0.380 2.239
C -4.589 0.290 1.604
N -3.846 -0.227 0.518
C -3.978 -1.473 0.061
O -4.780 -2.368 0.360
C -2.938 -1.843 -1.001
C -2.872 -3.171 -1.412
C -1.956 -3.535 -2.381
C -1.135 -2.559 -2.930
C -1.258 -1.266 -2.465
N -2.129 -0.907 -1.514
C -1.741 4.152 0.977
C -0.824 5.073 1.480
C -0.166 5.919 0.605
C -0.446 5.827 -0.754
C -1.372 4.883 -1.163
N -2.011 4.059 -0.329
H -4.629 3.096 3.534
H -6.474 1.881 4.629
H -7.120 -0.372 3.797
H -5.927 -1.352 1.871
H -3.548 -3.873 -0.948
H -1.886 -4.564 -2.713
H -0.415 -2.796 -3.703
H -0.647 -0.470 -2.872
H -0.664 5.098 2.550
H 0.542 6.653 0.973
H 0.033 6.479 -1.474
H -1.621 4.781 -2.217
S -0.622 -0.769 1.743
C -0.024 -2.394 1.452
C -0.544 -3.453 2.219
C -0.102 -4.754 2.049
C 0.861 -5.052 1.092
C 1.377 -4.032 0.311
C 0.966 -2.710 0.486
As 1.591 -1.247 -0.619
C 2.976 -0.450 0.535
C 3.961 0.323 -0.088
C 4.884 1.050 0.655
C 4.825 1.022 2.044
C 3.861 0.243 2.672
C 2.944 -0.492 1.925
C 2.869 -2.229 -1.763
C 4.042 -2.818 -1.291
C 4.900 -3.484 -2.156
C 4.596 -3.572 -3.511
C 3.434 -2.988 -3.996
C 2.581 -2.320 -3.124
H -1.315 -3.217 2.943
H -0.516 -5.544 2.666
H 1.207 -6.070 0.956
H 2.109 -4.271 -0.449
H 4.020 0.327 -1.173
H 5.645 1.634 0.150
H 5.523 1.605 2.632
H 3.808 0.217 3.755
H 2.191 -1.084 2.426
H 4.285 -2.752 -0.237
H 5.808 -3.936 -1.776
H 5.262 -4.098 -4.187
H 3.195 -3.049 -5.051
H 1.674 -1.855 -3.500
C 2.210 3.163 -2.722
O 0.961 2.480 -2.877
C 0.230 2.173 -1.790
O -0.929 1.823 -1.945
N 0.849 2.328 -0.592
N 0.118 1.965 0.547
H 2.465 3.544 -3.706
H 2.997 2.481 -2.394
H 2.119 3.992 -2.020
H 1.844 2.196 -0.551
H 0.370 2.552 1.325
H 0.246 0.975 0.824
*
```

Calculated values
HOMO energy (Eh): -0.145
Kohn-Sham gap (eV): 5.99
Energy relative to the best compared isomer or geometry (same formula, charge and spin) (kcal per mole): 27.7

Number 1: F_max 0.0080 hartree/bohr. Number 2: F_max 0.0414 hartree/bohr. Number 3: F_max 0.0838 hartree/bohr. Number 4: F_max 0.0200 hartree/bohr. Number 5: F_max 0.0332 hartree/bohr. Number 6: F_max 0.0144 hartree/bohr. Number 7: F_max 0.0190 hartree/bohr. Number 8: F_max 0.0084 hartree/bohr. Number 9: F_max 0.0338 hartree/bohr.